{"formula": "C4H7NO", "method": "ωB97M-V with the def2-TZVPD basis set", "elements": ["C", "N", "C", "C", "C", "O", "H", "H", "H", "H", "H", "H", "H"], "xyz": [[-0.67609, -1.32522, 1.50027], [-0.09292, -1.46928, 0.20098], [0.43536, -0.42190, -0.21506], [-0.03910, 0.38237, -1.35326], [0.86069, 1.46186, -0.75898], [1.08248, 0.62756, 0.41571], [-0.12777, -0.70602, 2.22210], [-0.91862, -2.33044, 1.83362], [-1.58986, -0.73880, 1.24518], [-1.08396, 0.51245, -0.99078], [-0.02079, -0.03627, -2.35247], [1.80112, 1.65576, -1.27810], [0.36944, 2.38793, -0.46918]], "nbo_charge": [-0.43, -0.51, 0.60, -0.51, -0.07, -0.50, 0.19, 0.21, 0.18, 0.23, 0.24, 0.19, 0.19], "relative_energy_ev": 3.134, "e_tot_ha": -286.5165, "gap_ha": 0.3585}